[1]
Formula: C47H42MnO5P3
Source: OMol25
Level of theory: ωB97M-V/def2-TZVPD

Structure (ORCA input):
```
! RIJCOSX wB97M-V def2-TZVPD def2/J DEFGRID3
* xyz 2 5
Mn 0.0160 0.4056 0.2928
O -2.6899 2.1665 0.2634
C -3.4349 2.0155 -0.8887
C -4.4353 2.8944 -1.2800
C -5.2078 2.5855 -2.3871
C -5.0080 1.4064 -3.0962
C -3.9920 0.5530 -2.7171
C -3.1742 0.8692 -1.6278
P -1.8055 -0.2278 -1.2461
C -0.8893 -0.4526 -2.7822
C -0.9400 0.5107 -3.7925
C -0.1830 0.3478 -4.9410
C 0.6331 -0.7667 -5.0886
C 0.7048 -1.7166 -4.0779
C -0.0445 -1.5570 -2.9226
C -2.5575 -1.7755 -0.7210
C -3.1604 -1.7632 0.5385
C -3.8337 -2.8823 0.9931
C -3.9094 -4.0162 0.1937
C -3.3345 -4.0211 -1.0689
C -2.6624 -2.9001 -1.5360
C -2.3942 3.4435 0.7020
C -3.3342 4.1937 1.3895
C -2.9844 5.4459 1.8647
C -1.6927 5.9303 1.6873
C -0.7470 5.1496 1.0513
C -1.0949 3.9004 0.5239
P 0.2082 2.8019 -0.0792
C 1.0006 3.3935 -1.5755
C 1.5419 2.4500 -2.4491
C 2.2092 2.8633 -3.5913
C 2.3252 4.2174 -3.8718
C 1.7677 5.1603 -3.0167
C 1.1033 4.7539 -1.8712
C 1.3440 2.8553 1.3263
C 2.5477 3.5523 1.3468
C 3.3198 3.5407 2.4999
C 2.9146 2.8074 3.6101
C 1.7178 2.1021 3.5897
C 0.9202 2.1438 2.4554
H -4.6251 3.8010 -0.7264
H -5.9928 3.2670 -2.6863
H -5.6369 1.1622 -3.9405
H -3.8180 -0.3606 -3.2735
H -1.5789 1.3788 -3.6916
H -0.2381 1.0890 -5.7272
H 1.2094 -0.8990 -5.9947
H 1.3372 -2.5871 -4.1937
H 0.0117 -2.3040 -2.1391
H -3.1005 -0.8819 1.1697
H -4.2932 -2.8718 1.9723
H -4.4279 -4.8950 0.5529
H -3.4164 -4.8956 -1.7001
H -2.2438 -2.9090 -2.5333
H -4.3186 3.7821 1.5668
H -3.7157 6.0381 2.3977
H -1.4163 6.8991 2.0792
H 0.2770 5.4981 0.9979
H 1.4264 1.3890 -2.2505
H 2.6265 2.1285 -4.2670
H 2.8395 4.5405 -4.7670
H 1.8472 6.2143 -3.2452
H 0.6577 5.4961 -1.2230
H 2.8779 4.0980 0.4706
H 4.2419 4.1059 2.5346
H 3.5295 2.7986 4.5001
H 1.3893 1.5389 4.4532
H -0.0633 1.6673 2.5043
C 2.8422 -1.1372 1.7202
P 2.4893 -0.3113 0.1440
C 2.8333 -1.5960 -1.0965
C 3.8809 0.8364 -0.0539
H 3.8736 -1.4929 1.7314
H 2.1655 -1.9803 1.8531
H 2.6970 -0.4368 2.5430
H 3.9030 -1.8101 -1.1044
H 2.5285 -1.2739 -2.0899
H 2.2992 -2.5109 -0.8375
H 4.8030 0.2552 -0.1082
H 3.9377 1.5022 0.8032
H 3.7830 1.4311 -0.9622
O -1.0016 -0.5304 3.3419
C -0.6983 -1.3822 2.5370
O -0.2171 -1.0384 1.3301
C -0.8091 -2.8365 2.7670
C -0.5473 -3.7524 1.7557
C -0.6970 -5.1241 1.9615
C -1.1137 -5.5175 3.2109
O -1.3326 -6.7718 3.6567
C -1.7498 -6.6566 5.0269
O -1.7648 -5.2635 5.3473
C -1.3750 -4.6016 4.2276
C -1.2368 -3.2560 4.0407
H -0.2456 -3.3906 0.7815
H -0.5040 -5.8474 1.1822
H -1.0322 -7.1714 5.6645
H -2.7536 -7.0668 5.1308
H -1.4431 -2.5364 4.8198
*
```

Its HOMO energy (alpha / beta) is -12.146 / -12.147 eV. The value obtained for the energy above the lowest of the compared OMol25 structures with the same formula, charge and spin is 1.433 eV.

[2]
Formula: C21H37FeN3OSeSi3
Source: OMol25
Level of theory: ωB97M-V/def2-TZVPD

Structure (ORCA input):
```
! RIJCOSX wB97M-V def2-TZVPD def2/J DEFGRID3
* xyz 1 6
Fe -0.0141 0.0261 -0.4569
C 1.9217 -2.6594 1.2805
Si 0.9667 -1.4951 2.3673
C 0.6761 -2.2959 4.0083
C 1.8951 0.1122 2.5630
C -0.6899 -1.1220 1.5453
C -1.1912 -2.1500 0.6029
C -1.7822 -3.3674 0.9205
C -2.1854 -4.1915 -0.1162
C -1.9981 -3.7950 -1.4396
C -1.4011 -2.5790 -1.6798
N -1.0038 -1.7882 -0.6708
Si -1.9371 0.1612 2.1709
C -3.4167 0.1311 1.0630
C -1.1579 1.8516 2.2388
C -2.4179 -0.3196 3.8992
H 2.9346 -2.7975 1.6687
H 2.0095 -2.2931 0.2593
H 1.4433 -3.6422 1.2329
H 1.6277 -2.5080 4.5043
H 0.1435 -3.2431 3.8871
H 0.0837 -1.6580 4.6663
H 2.9598 -0.0802 2.7218
H 1.5277 0.6958 3.4106
H 1.8076 0.7576 1.6831
H -1.9245 -3.6464 1.9563
H -2.6516 -5.1436 0.1019
H -2.3162 -4.4139 -2.2661
H -1.2416 -2.2036 -2.6836
H -3.1535 0.3663 0.0290
H -4.1461 0.8725 1.4021
H -3.9045 -0.8485 1.0798
H -0.5613 2.1206 1.3640
H -0.5230 1.9555 3.1225
H -1.9527 2.6015 2.3037
H -2.8687 -1.3156 3.9317
H -3.1461 0.3927 4.2995
H -1.5503 -0.3184 4.5638
C -4.0053 3.0541 -1.4372
Si -2.3159 3.4500 -2.0501
C -1.5174 4.8130 -1.1053
C -2.2600 3.7242 -3.8638
Se -1.0204 1.5882 -1.7303
H -4.6836 3.8979 -1.6019
H -3.9828 2.8359 -0.3675
H -4.4087 2.1851 -1.9606
H -2.0656 5.7497 -1.2509
H -0.4919 4.9622 -1.4486
H -1.4985 4.5895 -0.0369
H -2.8274 4.6279 -4.1097
H -2.6977 2.8852 -4.4073
H -1.2321 3.8605 -4.2043
N 6.8249 0.0323 -2.4583
C 5.7825 -0.6664 -2.9604
O 5.8838 -1.4613 -3.8679
C 4.4186 -0.4291 -2.3338
C 3.4158 -1.3203 -2.6799
C 2.1619 -1.1636 -2.1329
N 1.8685 -0.1732 -1.2793
C 2.8265 0.7102 -0.9691
C 4.1099 0.6121 -1.4723
H 7.7322 -0.1277 -2.8636
H 6.7506 0.6596 -1.6809
H 3.6328 -2.1205 -3.3731
H 1.3571 -1.8455 -2.3771
H 2.5523 1.5303 -0.3184
H 4.8283 1.3708 -1.1938
*
```

Its HOMO energy (alpha / beta) is -10.963 / -10.835 eV. The value obtained for the energy above the lowest of the compared OMol25 structures with the same formula, charge and spin is 0.214 eV.

[3]
Formula: C20H27ClNO2PRu
Source: OMol25
Level of theory: ωB97M-V/def2-TZVPD

Structure (ORCA input):
```
! RIJCOSX wB97M-V def2-TZVPD def2/J DEFGRID3
* xyz 2 5
C 0.7606 3.0277 -3.1716
C -0.5127 2.5438 -2.8763
C -0.6964 1.5250 -1.9232
C 0.4286 1.0521 -1.2458
C 1.7180 1.5047 -1.5560
C 1.8786 2.5262 -2.4934
C -2.0727 1.0218 -1.6082
C -2.1356 -0.4572 -1.1861
N -2.2289 -1.3686 -2.2654
Ru 0.2491 -0.2322 0.3644
C 2.8458 0.8417 -0.8338
P 2.2008 -0.8776 -0.4142
H -1.3998 2.9459 -3.3856
H 2.8849 2.8987 -2.6910
H 0.8926 3.7990 -3.9315
H 3.0796 1.3211 0.1297
H 3.7661 0.7603 -1.4203
H -2.4915 1.5772 -0.7520
H -2.7472 1.1822 -2.4661
H -1.2563 -0.7502 -0.5044
C 3.5260 -1.6680 0.5176
C 2.2860 -1.6756 -2.0510
H -3.0397 -0.6229 -0.5754
C -1.2600 -1.3753 -3.3189
C -2.9282 -2.6020 -2.0617
H 1.1155 -0.9952 1.5138
H -1.6754 -1.9495 -4.1638
H -1.0093 -0.3595 -3.6540
H -0.3275 -1.8860 -3.0153
H -3.1541 -3.0603 -3.0356
H -2.3302 -3.3254 -1.4805
H -3.8657 -2.4217 -1.5164
H 3.3234 -1.6612 -2.4142
H 1.9411 -2.7138 -1.9379
H 1.6463 -1.1491 -2.7704
H 4.4802 -1.5871 -0.0189
H 3.6065 -1.1962 1.5049
H 3.2639 -2.7266 0.6450
H 0.2161 -1.7849 0.8171
Cl 0.9607 1.2519 7.4548
C 0.0716 1.0106 6.0091
C -0.5907 -0.2125 5.7968
C -1.3007 -0.4088 4.6080
C -1.2834 0.5796 3.6223
C -0.6309 1.7978 3.8373
C 0.0506 2.0202 5.0316
C -1.8279 0.2660 2.2546
O -2.8352 -0.4237 2.0692
O -1.0989 0.8396 1.3145
H -0.5541 -0.9883 6.5588
H -1.8526 -1.3272 4.4212
H -0.6468 2.5523 3.0562
H 0.5598 2.9611 5.2120
*
```

Its HOMO energy (alpha / beta) is -13.953 / -14.282 eV. The value obtained for the energy above the lowest of the compared OMol25 structures with the same formula, charge and spin is 0.360 eV.

[4]
Formula: C37H48LaN10OS
Source: OMol25
Level of theory: ωB97M-V/def2-TZVPD

Structure (ORCA input):
```
! RIJCOSX wB97M-V def2-TZVPD def2/J DEFGRID3
* xyz 1 1
La 0.0277 -0.0794 -0.0351
C 1.9061 3.2761 -1.9090
C 1.2177 2.2491 -2.8147
C 1.8857 0.8700 -2.9426
N 1.1842 -0.2023 -2.2215
C 1.4631 -1.4344 -2.6258
C 2.5339 -1.7320 -3.5106
C 2.7428 -2.7912 -4.3747
C 1.9235 -3.8744 -4.6583
C 0.7907 -4.2118 -3.9429
C 0.3020 -3.6669 -2.7633
C 0.7134 -2.5502 -1.9968
N 0.3763 -2.3809 -0.7234
C -0.0712 -3.5562 0.0222
C 0.5116 -3.5817 1.4350
C 0.1228 -2.4046 2.3348
N 0.7650 -1.1443 1.9805
C 1.9978 -0.9110 2.4137
C 2.7646 -1.8502 3.1344
C 3.9626 -1.7510 3.8383
C 4.7011 -0.6407 4.1836
C 4.4054 0.6558 3.7762
C 3.5007 1.0879 2.8312
C 2.5971 0.3889 1.9751
N 2.1439 0.8796 0.8413
C 2.7964 2.0160 0.1952
C 1.7778 3.0119 -0.4056
H 2.9659 3.3511 -2.1766
H 1.4708 4.2539 -2.1251
H 0.1817 2.1145 -2.4910
H 1.1572 2.6832 -3.8140
H 1.9255 0.6024 -4.0009
H 2.9300 0.9378 -2.6163
H 3.3054 -0.9744 -3.5356
H 3.6572 -2.7279 -4.9556
H 2.2073 -4.5153 -5.4836
H 0.2400 -5.0728 -4.3088
H -0.5376 -4.1995 -2.3343
H -1.1648 -3.6079 0.0785
H 0.2600 -4.4668 -0.4810
H 0.1774 -4.5062 1.9136
H 1.5984 -3.6342 1.3488
H -0.9628 -2.2651 2.2668
H 0.3335 -2.6544 3.3783
H 2.3524 -2.8489 3.1401
H 4.3268 -2.6952 4.2312
H 5.5534 -0.7819 4.8350
H 5.0075 1.4412 4.2225
H 3.5456 2.1511 2.6397
H 3.4749 2.5485 0.8562
H 3.4289 1.6170 -0.6030
H 0.7681 2.6440 -0.2115
H 1.8473 3.9638 0.1262
N -0.5423 1.7889 1.9631
C -0.1636 2.4279 2.8540
N 0.2650 3.1411 3.8670
C -0.3575 3.0722 5.1969
C -0.5574 4.4865 5.7026
O 0.6638 5.2047 5.6786
C 1.1789 5.3247 4.3651
C 1.4854 3.9575 3.7876
H 0.3100 2.5257 5.8667
H -1.3048 2.5413 5.1280
H -0.8978 4.4698 6.7353
H -1.3080 4.9985 5.0879
H 2.0875 5.9190 4.4293
H 0.4572 5.8467 3.7237
H 2.2679 3.4709 4.3736
H 1.8080 4.0267 2.7495
C -4.8905 -4.7459 -1.3807
C -4.0355 -3.5608 -1.0347
C -4.0127 -3.0239 0.2457
C -3.2005 -1.9348 0.5123
N -2.4419 -1.3361 -0.4072
C -2.4897 -1.8334 -1.6498
C -3.2383 -2.9381 -1.9961
H -5.1524 -5.3217 -0.4946
H -4.3809 -5.4009 -2.0871
H -5.8192 -4.4162 -1.8517
H -4.6083 -3.4568 1.0400
H -3.1607 -1.5203 1.5150
H -1.9016 -1.3161 -2.3991
H -3.2131 -3.3042 -3.0161
C -5.6113 0.4935 -2.6670
C -4.4229 1.1656 -3.3652
C -3.4709 1.7687 -2.3802
N -2.4638 1.1549 -1.8791
N -1.7666 1.8882 -0.9415
C -2.2799 3.0717 -0.7501
N -1.7631 3.9825 0.1088
S -3.6763 3.3755 -1.7210
H -6.2907 0.0606 -3.4013
H -6.1738 1.2114 -2.0677
H -5.2608 -0.3026 -2.0067
H -4.7720 1.9317 -4.0581
H -3.8637 0.4305 -3.9442
H -1.1673 3.6101 0.8324
H -2.2885 4.8115 0.3181
*
```

Its HOMO energy is -8.923 eV. The value obtained for the energy above the lowest of the compared OMol25 structures with the same formula, charge and spin is 0.999 eV.

[5]
Formula: C4H20BClCuN8O4
Source: OMol25
Level of theory: ωB97M-V/def2-TZVPD

Structure (ORCA input):
```
! RIJCOSX wB97M-V def2-TZVPD def2/J DEFGRID3
* xyz 1 3
Cu 0.9353 -0.2531 0.3869
B 0.9810 -1.6388 2.3336
H 1.8405 -2.0152 1.8007
H 0.1453 -1.6658 1.6516
H 0.7391 -2.4251 3.0317
H 1.1810 -0.6358 2.6773
Cl 3.2893 0.6501 1.0043
C 2.8737 -2.2746 -1.5202
O 1.9187 -1.9181 -0.8553
N 4.0741 -1.9624 -1.1358
N 2.8113 -3.1878 -2.4453
H 4.1387 -1.1409 -0.5518
H 4.8703 -2.3304 -1.6365
H 1.8719 -3.5364 -2.5727
H 3.7095 -3.5156 -2.7706
C -2.0309 -1.1826 -0.5503
O -0.7815 -1.1283 -0.5246
N -2.7037 -1.2717 0.4945
N -2.8084 -0.9901 -1.5964
H -3.6771 -1.0401 0.3574
H -2.4138 -1.4201 1.4506
H -3.5562 -0.3740 -1.3110
H -2.4125 -0.9657 -2.5252
C -0.2448 2.0143 -1.6022
O 0.5554 1.2857 -1.1045
N -0.9555 2.9015 -0.9990
N -0.3722 2.1273 -2.8751
H -1.5065 3.5675 -1.5215
H -0.7800 2.8594 -0.0052
H -0.9819 2.7830 -3.3423
H 0.0899 1.4151 -3.4223
C -1.0425 1.8091 2.1472
O -0.3581 1.1663 1.3710
N -2.2407 2.1520 1.9243
N -0.7093 2.3678 3.2888
H -2.7609 2.7427 2.5572
H -2.5034 2.0900 0.9511
H 0.1942 2.0476 3.6071
H -1.3791 2.8929 3.8326
*
```

Its HOMO energy (alpha / beta) is -12.346 / -12.137 eV. The value obtained for the energy above the lowest of the compared OMol25 structures with the same formula, charge and spin is 1.174 eV.

[6]
Formula: C4H9O
Source: OMol25
Level of theory: ωB97M-V/def2-TZVPD

Structure (ORCA input):
```
! RIJCOSX wB97M-V def2-TZVPD def2/J DEFGRID3
* xyz -1 1
C 0.0109 0.7288 -2.5107
O 0.4598 -0.1850 -1.4913
H -0.8866 0.4302 -3.0367
H 0.8520 0.9851 -3.2494
H -0.1529 1.6762 -2.1664
C 1.0714 -0.6318 1.4726
C -0.4303 -0.7182 1.8614
C -1.3045 -0.0366 1.0343
H 1.5331 -1.5153 1.9171
H 1.6297 0.3044 1.6607
H 1.1455 -0.5735 0.4008
H -0.7362 -1.4488 2.6034
H -2.3504 0.2934 1.1703
H -0.8416 0.6909 0.3339
*
```

Its HOMO energy is -2.061 eV. The value obtained for the energy above the lowest of the compared OMol25 structures with the same formula, charge and spin is 1.980 eV.

[7]
Formula: CN3O5
Source: OMol25
Level of theory: ωB97M-V/def2-TZVPD

Structure (ORCA input):
```
! RIJCOSX wB97M-V def2-TZVPD def2/J DEFGRID3
* xyz -1 1
C 0.2241 1.5420 0.0667
N -0.7705 0.9175 -0.2343
N 1.4937 -0.7723 0.0859
N -1.4844 -0.2566 -0.0213
O 0.6661 -1.6785 -0.0228
O -2.0031 -0.4620 1.0510
O 0.9728 2.3666 0.3461
O 2.6804 -0.9014 -0.2060
O -1.7791 -0.7552 -1.0652
*
```

Its HOMO energy (alpha / beta) is -3.498 / -3.498 eV. The value obtained for the energy above the lowest of the compared OMol25 structures with the same formula, charge and spin is 2.363 eV.

[8]
Formula: C3H3NOS
Source: OMol25
Level of theory: ωB97M-V/def2-TZVPD

Structure (ORCA input):
```
! RIJCOSX wB97M-V def2-TZVPD def2/J DEFGRID3
* xyz 0 1
C -0.4417 -0.3080 -1.4855
C -1.6568 -0.8349 -1.7165
C 0.1572 -0.3505 0.9073
N 0.3123 -0.0705 -0.4367
O -2.7518 -1.1360 -1.9437
S -0.1263 -2.0021 1.6647
H 0.0020 0.0583 -2.4147
H 1.0475 0.0378 1.4082
H -0.7317 0.1688 1.3007
*
```

Its HOMO energy (alpha / beta) is -9.459 / -8.021 eV. The value obtained for the energy above the lowest of the compared OMol25 structures with the same formula, charge and spin is 3.699 eV.

[9]
Formula: C6H16N
Source: OMol25
Level of theory: ωB97M-V/def2-TZVPD

Structure (ORCA input):
```
! RIJCOSX wB97M-V def2-TZVPD def2/J DEFGRID3
* xyz 0 2
C -0.7931 -2.7478 1.6924
C 1.0611 -1.1376 1.3067
N 0.5224 -2.3744 1.1939
H -0.7042 -3.2794 2.6433
H -1.2542 -3.3839 0.9320
H -1.4354 -1.8760 1.7985
H 0.4648 -0.3396 1.7273
H 2.0930 -0.9966 1.0277
H 1.0650 -3.1195 0.7973
C -0.4771 1.5961 -2.2932
C -0.0129 1.7902 -0.8470
C -1.0954 1.2253 0.1036
C 1.3402 1.0963 -0.6276
H 0.1811 2.1247 -2.9957
H -0.4158 0.5395 -2.5876
H -1.4969 1.9625 -2.4419
H 0.0017 2.8604 -0.6480
H -0.8741 1.4802 1.1442
H -1.1437 0.1437 -0.0072
H -2.0869 1.6158 -0.1546
H 2.0576 1.4584 -1.3754
H 1.7688 1.3393 0.3463
H 1.2342 0.0224 -0.7350
*
```

Its HOMO energy (alpha / beta) is -5.558 / -10.087 eV. The value obtained for the energy above the lowest of the compared OMol25 structures with the same formula, charge and spin is 0.261 eV.

[10]
Formula: C3H5NO2
Source: OMol25
Level of theory: ωB97M-V/def2-TZVPD

Structure (ORCA input):
```
! RIJCOSX wB97M-V def2-TZVPD def2/J DEFGRID3
* xyz 0 1
N 1.0878 0.7253 -1.7693
C 0.7407 0.2746 -0.6251
C -0.2048 1.0769 0.7200
O -0.5179 0.0394 1.4602
C -0.8681 -0.9923 0.5055
O 0.1359 -0.9974 -0.4544
H 0.6086 0.2127 -2.5083
H 1.4744 0.4997 0.2030
H 0.2759 1.8416 1.3529
H -0.8859 -1.9452 1.0343
H -1.8465 -0.7352 0.0814
*
```

Its HOMO energy (alpha / beta) is -8.408 / -8.409 eV. The value obtained for the energy above the lowest of the compared OMol25 structures with the same formula, charge and spin is 5.416 eV.

Question: energy above the lowest of the compared OMol25 structures with the same formula, charge and spin of number 6 (C4H9O)?
Answer: 1.980 eV

Question: energy above the lowest of the compared OMol25 structures with the same formula, charge and spin of number 10 (C3H5NO2)?
Answer: 5.416 eV

Question: Which of these has the highest energy above the lowest of the compared OMol25 structures with the same formula, charge and spin?
Answer: C3H5NO2